DFT (wB97M-V/def2-TZVPD) results for C3H5NO2 in the gas phase.

Each line ends with the natural charge from an NBO analysis.
Positions of all 11 atoms, in Å:
C -1.7318 0.2370 0.0008  -0.70
C -0.2741 -0.7386 -0.1223  0.54
O 0.0496 -1.9049 -0.3153  -0.51
C 0.7842 0.3012 0.0595  0.52
N 2.0505 -0.1320 0.0594  -0.79
O 0.3945 1.4385 0.2145  -0.58
H -2.4825 -0.4348 0.3586  0.21
H -1.8273 1.1786 0.6321  0.26
H -1.9617 0.6263 -1.0011  0.23
H 2.2169 -1.1120 -0.0863  0.42
H 2.7817 0.5407 0.2000  0.41

Energy above the lowest of the compared OMol25 structures with the same formula, charge and spin ... 152.23 kJ/mol
Frontier orbital gap ... 9.81 eV
Lowest unoccupied orbital energy ... 0.00 eV
Charge ... 0


DFT (wB97M-V/def2-TZVPD) results for a molecular structure, C30H42BN8O6S3Y.

Each line ends with the Mulliken charge.
Positions of all 91 atoms, in Å:
Y 1.0360 0.0377 1.5538  0.34
O 2.3414 4.1432 2.2944  -0.74
C 1.8372 3.0436 2.3347  0.16
O 2.0581 2.0467 1.5035  -0.14
C 0.8261 2.7252 3.4042  0.49
C 0.3663 3.6931 4.3220  -0.87
C -0.6615 3.2836 5.2337  -0.47
C -1.2061 1.9959 5.1288  -0.81
C -0.7068 1.1236 4.1762  0.48
N 0.3252 1.4881 3.3913  0.24
C -1.2558 -0.2708 3.7502  0.37
O -2.1858 -0.7167 4.3641  -0.74
O -0.5797 -0.7902 2.8345  -0.60
H 0.7861 4.6972 4.4070  0.50
H -0.9198 3.9771 5.9657  0.55
H -2.0060 1.7105 5.7494  0.61
C -6.0843 1.5020 1.6954  -1.90
C -4.5723 1.8423 1.4668  1.26
C -4.6359 2.9859 0.5282  -1.78
C -3.8406 2.2097 2.8046  -1.24
N -3.8346 0.6852 0.9105  0.48
C -4.4300 -0.5345 0.6562  -0.71
C -3.5579 -1.2934 0.0136  -0.88
N -2.3471 -0.6244 -0.1145  1.06
B -1.0113 -0.9858 -0.7371  1.18
N -1.0171 -2.4409 -1.1079  0.27
C -1.5047 -3.0084 -2.3173  -0.92
C -0.7826 -4.1054 -2.5867  -0.51
N 0.1445 -4.2114 -1.5833  0.29
C 0.0490 -3.1915 -0.6885  0.46
S 0.9932 -2.9511 0.7252  -0.43
C 1.1470 -5.4077 -1.5084  1.30
C 2.6142 -4.9398 -1.6295  -1.50
C 0.9008 -6.4039 -2.6518  -2.21
C 0.8248 -6.0476 -0.2053  -1.51
N -0.5818 -0.0882 -1.9298  0.89
C -1.3620 0.4839 -2.8570  -0.94
C -0.5650 1.3275 -3.5424  -0.33
N 0.7066 1.2830 -3.0264  0.40
C 0.7057 0.3729 -2.0356  0.06
S 2.0085 -0.1180 -1.0535  -0.31
C 1.8690 2.2204 -3.3419  1.47
C 2.9782 1.3822 -3.9656  -1.52
C 2.2749 2.9016 -2.1007  -1.39
C 1.4044 3.2265 -4.4230  -2.11
C -2.5268 0.6267 0.4087  -0.22
S -1.3416 1.8160 0.4331  -0.18
H -6.7250 2.3874 1.8111  0.41
H -6.2129 0.8818 2.5893  0.35
H -6.3648 0.9073 0.8277  0.51
H -5.4022 3.6762 0.9436  0.52
H -5.0034 2.6068 -0.4390  0.38
H -3.7341 3.5567 0.4008  0.32
H -4.2768 3.1423 3.2369  0.48
H -2.7660 2.4647 2.5704  0.05
H -3.8007 1.4015 3.4937  0.43
H -5.4219 -0.7895 0.9327  0.56
H -3.7309 -2.3142 -0.2477  0.54
H -0.2376 -0.8957 0.1008  -1.58
H -2.3009 -2.5376 -2.9616  0.36
H -0.7863 -4.8699 -3.2738  0.71
H 2.9267 -4.4076 -0.7402  0.30
H 2.6677 -4.3896 -2.5748  0.39
H 3.2165 -5.8604 -1.7801  0.45
H 1.1825 -5.9444 -3.6222  0.47
H -0.0880 -6.8799 -2.6997  0.45
H 1.6476 -7.1599 -2.4427  0.55
H 1.1729 -5.3593 0.5750  0.44
H 1.2317 -7.0564 -0.0551  0.40
H -0.2676 -6.1752 -0.0275  0.32
H -2.4456 0.3322 -2.8745  0.53
H -0.8251 1.9207 -4.4366  0.35
H 3.4593 0.6332 -3.3181  0.27
H 3.9009 1.9108 -4.2775  0.43
H 2.6263 0.8101 -4.8630  0.37
H 2.8779 2.2523 -1.4085  0.10
H 1.4041 3.2934 -1.5907  0.33
H 2.9507 3.7692 -2.3306  0.50
H 0.9883 2.6802 -5.2439  0.52
H 2.3324 3.7683 -4.6976  0.46
H 0.6282 3.9370 -4.0988  0.38
N 6.0687 1.1941 1.1053  -0.79
C 4.6103 1.1857 1.3176  1.02
C 4.2416 -0.0069 2.2436  0.22
O 5.2700 -0.6029 2.7702  -0.51
O 3.0901 -0.4036 2.4660  -0.56
H 6.5142 2.0810 1.3887  0.26
H 6.3004 1.1458 0.0801  0.24
H 6.0940 -0.1977 2.3381  0.45
H 4.0855 1.0653 0.4170  -0.55
H 4.2209 2.1449 1.7460  0.23

Energy above the lowest of the compared OMol25 structures with the same formula, charge and spin ... 61.09 kJ/mol
Frontier orbital gap ... 7.63 eV
Lowest unoccupied orbital energy ... 0.35 eV
Charge ... 0


DFT (wB97M-V/def2-TZVPD) results for 2 unconnected molecules or ions with the total composition C2HFN2O2.

Each line ends with the Mulliken spin population.
Positions of all 8 atoms, in Å:
C 0.5407 -1.2009 -0.4144  -0.01
C 0.1824 -0.1840 -1.3381  0.05
N -0.0879 0.0126 -0.0037  -0.02
N -0.7423 0.7125 0.9187  0.71
O 0.9121 -2.2476 -0.0220  0.15
O 0.0039 0.3859 -2.3482  0.15
F -0.5535 0.1451 2.1840  0.06
H -0.2554 2.3765 1.0236  0.91

Multiplicity ... 3
Energy above the lowest of the compared OMol25 structures with the same formula, charge and spin ... 353.59 kJ/mol
Frontier orbital gap (spin up / spin down) ... 8.59 / 8.28 eV
<S²> ... 2.024
Lowest unoccupied orbital energy (spin up / spin down) ... 0.00 / -3.29 eV
Charge ... 0


DFT (wB97M-V/def2-TZVPD) results for a gas-phase ion, C8H20N3S (charge +1).

Each line ends with the Mulliken spin population.
Positions of all 32 atoms, in Å:
C 1.1642 0.3090 1.7098  0.03
C 0.3257 -0.9482 1.8112  0.00
C 0.3930 0.7732 -0.5716  0.02
C -0.3133 -0.7029 -0.5534  0.32
C 0.5547 1.2162 -2.0267  0.04
C 2.6413 1.5859 0.1229  -0.01
C -2.5480 0.0782 -1.1866  0.01
C -1.5613 -2.1291 0.9467  0.03
N 1.5371 0.5873 0.3740  0.02
N -1.4085 -0.8320 -1.5212  0.01
N -0.7437 -0.9568 0.8471  -0.01
S 1.0407 -1.9082 -1.0499  1.51
H 0.5698 1.1155 2.3457  0.00
H 2.0635 -0.1349 2.1810  0.00
H 0.9851 -1.8394 1.5623  -0.01
H -0.0049 -1.0945 2.8305  0.00
H -0.2778 1.5160 -0.0905  0.04
H 1.3507 0.6638 -2.6074  -0.01
H 0.9392 2.1933 -1.9165  0.01
H -0.4844 1.1028 -2.4565  -0.01
H 2.1753 2.6037 0.1704  0.00
H 3.4235 1.3683 0.8247  0.00
H 2.9955 1.5123 -0.9012  0.00
H -3.1343 0.1416 -2.0161  -0.01
H -3.1845 -0.3082 -0.3604  0.01
H -2.1287 1.0753 -0.9643  0.00
H -0.8540 -2.9724 0.6438  -0.02
H -1.8393 -2.3216 2.0673  0.00
H -2.3094 -2.1311 0.2200  0.01
H -0.8499 -0.9728 -2.4238  0.01
H -1.1961 -0.0099 1.0593  -0.01
H 1.9878 -0.9171 -0.5625  0.02

Multiplicity ... 3
Frontier orbital gap (spin up / spin down) ... 5.37 / 5.92 eV
<S²> ... 2.005
Lowest unoccupied orbital energy (spin up / spin down) ... -2.50 / -6.52 eV
Charge ... +1